The following is a DFT calculation (ωB97M-V with the def2-TZVPD basis set) of C22H35ClOPtS3Si as an isolated structure.

Element x y z (Å)
Pt  -1.32923  -2.08122  -0.02335
C  -3.99722  -4.75314  0.47576
C  -4.34529  -4.13494  -0.87254
S  -3.27021  -2.70937  -1.46243
C  -2.16537  -3.34998  -2.75701
C  -1.23831  -4.44759  -2.38584
S  -0.12865  -3.92814  -0.98845
C  -0.08813  -5.24057  0.37984
C  -1.33178  -5.33782  1.21676
S  -2.80543  -6.14643  0.49239
H  -4.89856  -5.20448  0.87654
H  -3.67338  -3.98684  1.23198
H  -5.30893  -3.61440  -0.84412
H  -4.33493  -4.89793  -1.71678
H  -1.69288  -2.42161  -3.13844
H  -2.85579  -3.68978  -3.49767
H  -0.64364  -4.79173  -3.21810
H  -1.77909  -5.32788  -1.97169
H  0.75038  -4.95827  1.03990
H  0.21639  -6.15577  -0.12134
H  -1.60377  -4.33274  1.51779
H  -1.25372  -5.85290  2.17960
C  4.97648  6.23141  0.22319
C  4.87257  4.78960  -0.11741
C  5.97728  3.91537  -0.09848
C  5.85634  2.52787  -0.28970
C  7.07431  1.65169  -0.11925
C  4.56674  1.99236  -0.65554
C  4.39510  0.57442  -0.96431
O  5.12834  -0.32640  -0.56290
C  3.41258  2.79993  -0.65527
C  2.05225  2.36571  -1.15007
C  3.58202  4.19111  -0.37566
H  5.39785  6.40259  1.22244
H  3.99617  6.72162  0.27037
H  5.55805  6.83122  -0.44006
H  6.96983  4.39884  -0.03204
H  7.95577  2.19785  -0.42719
H  6.89831  0.79593  -0.79041
H  7.21956  1.33484  0.89612
H  3.44068  0.48723  -1.55886
H  2.04685  2.09743  -2.24754
H  1.23090  3.06253  -1.02379
H  1.68985  1.45988  -0.66632
H  2.62710  4.75307  -0.41445
C  -4.14500  2.91915  -0.59281
Si  -3.99405  2.11705  1.05143
C  -5.49655  1.45492  2.00617
C  -3.01290  3.24684  2.22292
C  -2.96132  0.56694  0.55362
C  -2.24818  -0.42059  0.33091
H  -4.27681  4.03729  -0.47553
H  -4.92430  2.48647  -1.21695
H  -3.24160  2.66968  -1.11685
H  -5.38213  0.46125  2.49289
H  -6.27102  1.36788  1.22499
H  -5.97274  2.07186  2.79460
H  -2.40438  4.00666  1.70771
H  -2.34649  2.63451  2.84716
H  -3.79063  3.81483  2.78991
Cl  1.22211  -0.66054  1.39054
C  -0.03169  -2.00864  1.52285
H  -0.49121  -1.80932  2.50110
H  0.62152  -2.84878  1.52969

For the maximum force, the calculation gives 0.0964 Eh/bohr. The orbital gap (alpha / beta) is 5.79 / 5.74 eV. Its spin multiplicity is 3. As for the HOMO energy (alpha / beta): -5.6 / -7.9 eV. The total charge is 0.


The following is a DFT calculation (ωB97M-V with the def2-TZVPD basis set) of C22H35IMnN7O6S as an isolated structure.

Element x y z (Å)
Mn  -2.12853  -0.24387  0.17729
C  -1.38252  0.56262  4.89241
N  -0.87323  -0.69168  4.33498
C  0.01931  -1.49487  5.16315
C  -1.20008  -0.96315  3.05872
O  -1.71739  -0.07868  2.33062
C  -0.94551  -2.36334  2.46612
O  -1.41804  -2.27142  1.10805
C  -1.52936  -3.49024  0.38145
C  -1.83365  -3.07051  -1.05464
O  -2.16799  -1.85162  -1.28221
N  -1.78128  -3.94739  -2.09308
C  -2.04657  -3.36356  -3.38784
C  -1.30886  -5.33599  -1.95648
H  -1.33073  1.37495  4.13116
H  -0.80597  0.91111  5.75758
H  -2.38752  0.39547  5.36789
H  -0.53707  -1.83335  6.02966
H  0.86789  -0.90007  5.52733
H  0.44457  -2.31302  4.58432
H  -1.42564  -3.21627  2.97804
H  0.11591  -2.59675  2.44208
H  -2.31332  -4.16213  0.83861
H  -0.62451  -4.13087  0.37970
H  -2.69762  -2.52248  -3.24307
H  -2.50588  -4.12068  -4.06996
H  -1.15414  -3.03135  -3.87788
H  -0.25094  -5.37941  -2.15995
H  -1.85007  -5.95673  -2.68725
H  -1.44482  -5.68196  -0.93090
O  6.28529  -0.06291  -4.06107
S  5.92812  -1.43691  -4.39307
O  6.00052  -2.38646  -3.26673
O  6.22183  -2.20722  -5.56968
C  4.24016  -0.96635  -4.78920
N  4.10660  -0.56418  -6.03255
C  3.10237  0.27106  -6.26424
C  2.19603  0.66705  -5.32673
C  2.36222  0.04977  -4.05935
N  3.25988  -0.93274  -3.87100
C  1.47287  0.38598  -2.95174
C  1.73336  -0.22716  -1.68408
C  0.83931  0.02363  -0.62819
N  -0.37498  0.60474  -0.87378
C  -0.59938  1.23138  -2.08787
C  0.26528  1.17135  -3.13846
H  3.09528  0.62093  -7.27926
H  1.44269  1.44949  -5.51491
H  2.56830  -0.91812  -1.52296
H  1.13231  -0.37457  0.35288
H  -1.57398  1.66368  -2.14434
H  0.09048  1.81548  -3.95961
I  -4.91019  -0.75356  1.49986
C  -3.99876  0.57256  0.08311
H  -3.90833  1.56495  0.50698
H  -4.55471  0.53322  -0.87283
N  0.49474  5.40745  2.81379
C  1.46585  4.26360  2.68015
C  0.81620  2.89643  3.06900
N  -0.47992  2.65021  2.47001
C  -1.31545  3.80514  2.29394
C  -0.61163  5.11360  1.84890
H  0.97840  6.28542  2.59572
H  0.12355  5.52400  3.80061
H  2.28878  4.44002  3.32851
H  1.77507  4.24127  1.59434
H  0.80084  2.78632  4.17360
H  1.56116  2.16014  2.63063
H  -0.52683  1.90330  1.77571
H  -1.85737  4.03464  3.25791
H  -2.12308  3.59828  1.57020
H  -1.30819  5.95611  1.90965
H  -0.29116  4.90620  0.83022

For the maximum force, the calculation gives 0.0771 Eh/bohr. The orbital gap (alpha / beta) is 4.96 / 4.96 eV. Its spin multiplicity is 6. As for the HOMO energy (alpha / beta): -8.6 / -8.6 eV. The total charge is +1.


The following is a DFT calculation (ωB97M-V with the def2-TZVPD basis set) of C22H35MoN7O3PS4 as an isolated structure.

Element x y z (Å)
Mo  0.22223  1.15400  -0.40287
C  -3.87123  4.01823  -3.96291
C  -3.31167  2.61324  -3.77527
N  -1.90447  2.67865  -3.42879
C  -1.41037  2.55633  -2.19291
S  0.25151  3.09632  -1.96585
N  -2.09853  2.02379  -1.21452
N  -1.44662  2.01432  -0.03350
C  -1.86586  2.53820  1.09031
C  -3.23971  3.06024  1.30148
C  -0.77945  2.53892  2.02464
C  -0.84568  3.03681  3.32883
C  0.29677  3.09376  4.09231
C  1.49444  2.68419  3.50837
C  1.49507  2.18668  2.22088
N  0.38721  2.07124  1.47100
H  -4.91269  3.96831  -4.26152
H  -3.80153  4.58560  -3.03791
H  -3.31694  4.54745  -4.73500
H  -3.83043  2.09081  -2.97361
H  -3.40860  2.04089  -4.70237
H  -1.33795  3.23826  -4.05204
H  -3.64173  3.42321  0.35476
H  -3.87628  2.24515  1.65141
H  -3.25269  3.85441  2.04144
H  -1.78962  3.37167  3.72008
H  0.26755  3.45749  5.10647
H  2.42123  2.76496  4.05126
H  2.42065  1.88846  1.74150
O  -0.06025  0.11996  -2.21623
S  -0.89448  -0.51262  -3.31382
C  -0.44128  -2.29193  -3.25670
C  0.23538  -2.61907  -4.57751
C  1.06998  -1.39431  -4.92776
C  0.12163  -0.21399  -4.81920
H  -1.32680  -2.89350  -3.06235
H  0.25035  -2.38215  -2.41661
H  -0.50731  -2.80419  -5.35589
H  0.85833  -3.50524  -4.47514
H  1.50415  -1.46143  -5.92315
H  1.88639  -1.28973  -4.21128
H  -0.57302  -0.17130  -5.65784
H  0.61606  0.74990  -4.70440
N  2.84282  -3.19891  -2.39379
C  3.10299  -2.22708  -1.83871
N  3.39075  -1.11283  -1.24622
C  2.67378  -0.23663  -0.77069
N  2.06633  0.68106  -0.32458
C  4.21191  -0.31339  2.39187
C  3.07689  -1.23117  2.82650
C  2.84433  -1.20222  4.32710
O  1.89959  -0.79781  2.09228
P  0.41346  -1.28475  2.38363
S  -0.48222  -0.29861  3.84354
S  -0.50986  -1.05761  0.54881
O  0.65997  -2.83209  2.62557
C  -0.27523  -3.92236  2.70340
C  -0.45163  -4.54173  1.32690
C  -1.60547  -3.50966  3.30348
H  5.15357  -0.69250  2.78105
H  4.05087  0.69773  2.76017
H  4.27743  -0.28579  1.30707
H  3.29232  -2.25879  2.51401
H  2.47056  -0.22828  4.63875
H  3.78000  -1.40410  4.84232
H  2.12306  -1.96510  4.61713
H  0.23587  -4.63390  3.36220
H  -1.01962  -3.87164  0.68547
H  -0.98396  -5.48299  1.43455
H  0.51735  -4.72818  0.87202
H  -2.08966  -2.77115  2.66336
H  -1.46880  -3.08039  4.29343
H  -2.25112  -4.38115  3.38153

For the maximum force, the calculation gives 0.0760 Eh/bohr. The orbital gap (alpha / beta) is 6.02 / 5.74 eV. Its spin multiplicity is 3. As for the HOMO energy (alpha / beta): -10.3 / -10.4 eV. The total charge is +1.